21
Properties=species:S:1:pos:R:3:forces:R:3:nbo_charge:R:1 method="wB97M-V/def2-TZVPD" e_above_lowest_kj_mol=68.3 lumo_energy_ev=0.570 smiles=N[C@@H](CO)CCS.O homo_lumo_gap_ev=9.677 e_tot_ev=-20778.512 charge=0
S -1.1615 -2.6298 0.6513 0.0250 -0.1215 -0.3308 -0.0806
O -0.3263 2.0078 2.0152 0.0880 0.4101 -0.9079 -0.7410
O 3.9882 -0.2113 -0.7441 -0.0744 -0.0221 0.2353 -0.9274
N 0.7042 1.3404 -0.5879 -0.2892 -0.7526 -0.4376 -0.8426
C -1.1727 1.3172 1.0721 0.1237 0.4595 1.2045 -0.0743
C -0.2986 0.5531 0.1056 -0.0672 0.2372 -0.2018 -0.0777
C -0.6449 -1.7761 -0.8899 0.9385 0.8131 0.9378 -0.4915
C -1.1012 -0.3183 -0.8605 0.0524 -0.1550 -0.8749 -0.4215
H 1.5234 1.4893 -0.0312 -0.0540 0.5952 0.0894 0.3683
H 0.4469 -1.7348 -0.8494 0.0087 -0.2240 -0.1708 0.2104
H 0.2715 -0.0805 0.7590 0.3505 -0.6472 0.3832 0.1804
H -1.7877 0.6204 1.6318 -0.2601 -0.3515 -0.0670 0.1738
H -1.8315 -3.6150 0.0531 -0.1181 -0.1070 0.0533 0.1319
H 3.5211 -0.8902 -0.2443 0.0494 -0.0385 -0.1200 0.4659
H -0.9415 0.0753 -1.8696 -0.1206 0.1236 0.0787 0.2219
H -1.8567 2.0591 0.6580 0.1557 0.0128 -0.4947 0.1718
H -0.4266 1.6446 2.8841 -0.1942 -0.3466 0.5344 0.4712
H 3.8126 0.5934 -0.2452 0.0847 0.0275 -0.1236 0.4629
H 0.3408 2.1524 -1.0602 0.1955 0.2271 0.1901 0.3649
H -0.8987 -2.3067 -1.7911 -0.4501 -0.2599 -0.0969 0.2276
H -2.1608 -0.2901 -0.6569 -0.4440 0.1198 0.1193 0.2056

---

21
Properties=species:S:1:pos:R:3:forces:R:3:nbo_charge:R:1 method="wB97M-V/def2-TZVPD" e_above_lowest_kj_mol=487.4 lumo_energy_ev=-1.677 homo_lumo_gap_ev=8.126 e_tot_ev=-11987.420 charge=0
O -1.4165 -0.5704 1.9438 0.0480 -0.1010 -0.0515 -0.9683
O -0.6663 1.0096 -1.3433 -0.6811 0.1447 -0.4266 -0.6630
O -3.7767 0.2303 -0.6721 0.7348 0.3358 -0.1045 -0.9464
N 0.7200 0.2175 0.2849 0.4982 0.6317 -0.9583 -0.4994
C -0.1734 -1.2847 -1.4055 3.6275 0.9626 -3.2104 -0.3309
C -0.0438 0.0602 -0.9143 0.1931 1.0711 2.0733 0.5366
C 0.9286 1.6273 0.6123 0.1811 0.2444 -0.7514 -0.4287
C 1.9371 -0.5666 0.5062 -1.2739 -0.3172 0.4742 -0.4099
H 1.3675 -0.2899 -2.1882 -2.0520 -2.0057 0.8737 0.1197
H -3.0538 0.4157 -1.2962 -0.3328 -0.0880 0.0232 0.4728
H 1.2883 1.6973 1.6338 -0.4078 0.2373 0.1601 0.2031
H 1.6734 -1.6106 0.3622 0.4113 -0.1367 0.0699 0.1965
H -0.6370 -1.3587 -2.3828 -0.5694 -0.2663 0.3404 0.2381
H 2.7989 -0.3032 -0.1120 -0.0951 0.2121 -0.0763 0.1979
H 0.0361 2.1759 0.3300 -0.2560 -0.0056 0.8786 0.2525
H 0.4394 -2.1060 -1.0694 -0.4064 -0.1746 0.3459 0.2174
H -3.4007 0.6192 0.1309 -0.2645 -0.2475 0.0836 0.4736
H 2.1289 -0.4203 1.5680 0.5737 -0.1702 -0.0505 0.2122
H -0.6058 -0.4710 1.4025 -0.2220 0.1014 0.3706 0.4794
H 1.6691 2.1222 -0.0389 0.2945 -0.4852 0.0336 0.1819
H -1.2131 -1.1939 2.6481 -0.0013 0.0569 -0.0976 0.4649